{"formula": "C19H14F42N8O29S14", "method": "ωB97M-V/def2-TZVPD", "charge": -6, "e_homo_ev": 0.942, "e_tot_ev": -357040.4138, "homo_lumo_gap_ev": 7.697, "symbols": ["C", "N", "C", "C", "C", "C", "O", "H", "H", "H", "H", "H", "H", "H", "H", "H", "H", "H", "H", "H", "H", "C", "F", "F", "F", "S", "O", "O", "N", "S", "O", "O", "C", "F", "F", "F", "C", "F", "F", "F", "S", "O", "O", "N", "S", "O", "O", "C", "F", "F", "F", "C", "F", "F", "F", "S", "O", "O", "N", "S", "O", "O", "C", "F", "F", "F", "C", "F", "F", "F", "S", "O", "O", "N", "S", "O", "O", "C", "F", "F", "F", "C", "F", "F", "F", "S", "O", "O", "N", "S", "O", "O", "C", "F", "F", "F", "C", "F", "F", "F", "S", "O", "O", "N", "S", "O", "O", "C", "F", "F", "F", "C", "F", "F", "F", "S", "O", "O", "N", "S", "O", "O", "C", "F", "F", "F"], "xyz": [[-0.0605, 1.0355, 2.5046], [-0.2632, 0.1233, 1.3364], [0.3678, -1.2201, 1.6528], [-1.7605, -0.1790, 1.2286], [0.3244, 0.6557, 0.0564], [-0.0430, 2.1029, -0.2691], [-1.3993, 2.1596, -0.6469], [1.0263, 1.1272, 2.5107], [-0.3396, 0.5099, 3.4174], [-0.5571, 2.0001, 2.4931], [0.2289, -1.8650, 0.7877], [-0.1823, -1.6374, 2.4930], [1.4190, -1.1116, 1.9146], [-2.1195, -0.6874, 2.1207], [-2.0309, -0.5281, 0.2387], [-2.3053, 0.7611, 1.3487], [0.0624, 0.0223, -0.7933], [1.4138, 0.6484, -0.0311], [0.6437, 2.3967, -1.0691], [0.1997, 2.7594, 0.5750], [-1.5230, 3.0596, -1.0665], [-0.1145, -2.3514, 6.2671], [-0.4622, -2.6017, 5.0200], [-0.8371, -3.0717, 7.1356], [1.1592, -2.7475, 6.4039], [-0.1846, -0.5128, 6.6274], [-0.3518, -0.4926, 8.0639], [0.9723, 0.0329, 5.9487], [-1.6039, -0.1287, 5.7053], [-2.2450, 1.1151, 6.3843], [-3.0411, 0.7413, 7.5374], [-1.4322, 2.3098, 6.5289], [-3.5151, 1.6096, 5.0372], [-3.8645, 2.8620, 5.2890], [-2.9551, 1.5704, 3.8413], [-4.5011, 0.6925, 5.0539], [2.1639, -3.2756, -1.7914], [2.2185, -3.9846, -0.6692], [1.0231, -3.5222, -2.4247], [2.1479, -1.9703, -1.5178], [3.7006, -3.8195, -2.8774], [3.8635, -5.2407, -2.6062], [3.2340, -3.5787, -4.2202], [4.8838, -2.8612, -2.1346], [6.3284, -3.4631, -2.3721], [6.6080, -4.0008, -3.6948], [7.3490, -2.5036, -1.9647], [6.4325, -4.9630, -1.0978], [6.3631, -6.1306, -1.7331], [7.6218, -4.9210, -0.4995], [5.4721, -4.8230, -0.2044], [-1.1016, 3.5210, -4.1200], [-0.0705, 3.0588, -3.4285], [-0.6602, 3.8123, -5.3286], [-2.0412, 2.5891, -4.1132], [-1.6966, 5.1480, -3.2948], [-0.6537, 6.0981, -3.5291], [-2.9850, 5.4790, -3.8331], [-1.8475, 4.5763, -1.6838], [-2.3483, 5.8711, -0.9816], [-1.4786, 7.0086, -1.0118], [-3.7633, 6.1448, -1.1648], [-2.2505, 5.4407, 0.8978], [-0.9737, 5.3868, 1.2597], [-2.8580, 6.4257, 1.5800], [-2.8614, 4.2975, 1.1347], [-5.7616, -0.9159, 1.6833], [-6.0376, 0.3907, 1.6345], [-4.9123, -1.2223, 0.6969], [-5.1129, -1.1732, 2.8164], [-7.3401, -1.9161, 1.5571], [-6.9355, -3.2981, 1.5788], [-8.1415, -1.4680, 2.6627], [-7.8075, -1.5127, -0.0035], [-9.3633, -1.4203, -0.1100], [-10.0332, -2.6065, 0.3501], [-9.9078, -0.1535, 0.2744], [-9.4876, -1.5571, -2.0122], [-9.1433, -0.3952, -2.5837], [-8.6784, -2.5131, -2.4519], [-10.7493, -1.7995, -2.3925], [-5.1551, -2.7631, -4.6478], [-5.9417, -1.7961, -4.2305], [-5.7787, -3.9323, -4.4888], [-4.9159, -2.6422, -5.9662], [-3.4328, -2.6574, -3.8208], [-2.6322, -3.4666, -4.7437], [-3.1988, -1.2308, -3.8301], [-3.7572, -3.3669, -2.3325], [-2.4800, -3.1318, -1.4757], [-1.4829, -2.2112, -2.0121], [-2.8585, -2.9938, -0.0788], [-1.7517, -4.9827, -1.6442], [-2.6297, -5.7946, -1.0454], [-1.6143, -5.2213, -2.9292], [-0.6188, -4.9967, -0.9781], [3.8137, 1.7925, -4.7136], [2.6076, 2.0238, -5.2253], [3.9862, 0.5254, -4.4180], [4.7307, 2.1378, -5.6260], [4.1047, 2.8143, -3.1416], [4.3218, 4.1643, -3.6372], [2.9291, 2.6739, -2.3099], [5.3990, 1.9469, -2.5056], [6.6410, 2.8425, -2.7186], [7.1026, 2.9336, -4.1020], [6.6789, 4.0946, -1.9680], [8.0644, 1.9379, -1.8027], [8.6139, 0.9925, -2.6065], [9.0670, 2.8073, -1.5856], [7.6723, 1.3394, -0.6986], [6.0844, -1.4173, 2.0270], [6.7531, -2.2000, 2.8858], [6.8999, -0.4321, 1.6910], [5.6975, -2.1106, 0.9667], [4.5920, -0.6877, 2.9555], [3.6707, -1.8058, 3.1035], [5.1499, -0.2359, 4.2092], [4.1030, 0.5061, 1.8457], [4.1338, 1.8399, 2.6725], [3.0306, 1.8789, 3.6142], [5.4482, 2.2868, 3.1971], [3.6588, 3.0597, 1.2846], [3.2640, 4.1704, 1.9022], [4.7249, 3.3812, 0.5516], [2.7712, 2.5277, 0.4545]]}